1.
76
Properties=species:S:1:pos:R:3:forces:R:3:mulliken_spin:R:1 method="wB97M-V/def2-TZVPD" homo_ev="-4.90 / -4.90" total_charge=-1 spin_multiplicity=2 s_squared=0.75 homo_lumo_gap_ev="7.0 / 6.9"
C 0.37730 1.16087 3.87910 -0.028 0.144 -0.057 0.000
C -0.19569 1.91039 2.94622 0.230 -0.150 -0.124 0.000
C -1.26351 1.41087 2.03909 0.494 -0.084 -0.127 0.004
C -2.53906 1.36817 2.58769 -0.117 -0.049 -0.281 0.000
C -3.62921 0.88329 1.86859 0.664 0.139 0.417 0.001
C -3.40930 0.44049 0.57896 -0.358 -0.134 -0.061 0.001
C -2.13775 0.48695 0.00888 -0.196 0.252 -0.056 0.000
C -1.99943 -0.03668 -1.42218 0.093 -0.321 -0.265 0.000
O -1.79557 0.78955 -2.32487 0.133 0.478 0.055 0.000
O -2.11599 -1.27061 -1.49528 -0.186 -0.370 0.092 0.000
C -1.03728 0.97080 0.72745 -0.604 -0.079 -0.044 -0.002
C 0.29060 0.94614 0.02868 0.060 0.593 0.113 -0.003
I 1.31745 -0.88994 0.60241 -0.097 0.096 -0.042 0.001
C 1.14519 2.23263 0.14986 0.513 -0.362 0.674 0.000
C 2.45764 2.15003 0.93730 -0.005 0.486 -0.333 0.000
S -4.74019 -0.25972 -0.37991 0.009 -0.189 0.078 0.000
C -6.13064 0.46337 0.43803 0.597 -0.065 -0.334 0.001
C -7.33256 0.53621 -0.26240 0.253 0.171 0.542 0.000
C -8.48489 1.05248 0.32659 0.283 -0.748 -0.549 0.000
P -10.08422 1.11500 -0.58304 -0.147 0.725 0.175 0.000
O -10.98465 0.04555 0.28446 0.107 -0.121 -0.255 0.000
Br -9.67139 -0.05658 -2.44863 -0.045 -0.111 0.279 0.000
C -8.40352 1.53238 1.64124 -0.112 -0.013 0.065 0.000
P -9.91984 2.22900 2.37791 -0.908 0.082 -0.369 0.000
C -9.48336 4.00873 2.51622 0.091 -0.400 0.195 0.000
O -10.01085 1.71553 3.94894 0.673 0.268 -0.205 0.000
C -7.19497 1.45674 2.32165 -0.319 0.181 -0.109 0.001
C -6.04337 0.92210 1.74874 -0.611 0.237 0.539 -0.002
N -4.88434 0.84640 2.53437 -0.011 0.164 -0.918 0.000
H 0.31849 0.08301 3.84398 -0.468 -0.111 0.347 0.000
H 0.94768 1.62244 4.67257 0.513 -0.066 -0.173 0.000
H 0.14930 2.93296 2.82719 -0.418 0.257 0.268 0.000
H -2.69034 1.71523 3.60123 0.038 0.001 0.117 0.000
H 0.09215 0.80654 -1.02479 -0.004 -0.301 -0.077 0.000
H 0.52831 2.99581 0.61755 -0.209 0.140 -0.170 0.000
H 1.42377 2.57335 -0.84371 -0.300 0.031 -0.205 0.000
H 3.19072 1.59016 0.36404 0.103 -0.315 0.198 0.001
H 2.32376 1.74457 1.93110 0.059 -0.290 0.078 0.000
H 2.87543 3.15299 1.05557 -0.064 0.121 -0.031 0.000
H -7.33528 0.15543 -1.27174 -0.067 0.034 -0.083 0.000
H -11.53379 0.61038 0.84674 -0.133 -0.153 0.115 0.000
H -8.43767 4.15486 2.78256 0.063 0.164 0.006 0.000
H -9.69729 4.45678 1.55017 0.174 0.072 -0.182 0.000
H -10.13548 4.48611 3.24291 -0.062 0.006 0.134 0.000
H -9.20124 1.93445 4.42955 -0.078 -0.147 0.203 0.000
H -7.17187 1.83139 3.34093 0.251 -0.035 0.095 0.000
H -4.90625 1.57595 3.23044 0.009 -0.179 0.299 0.000
C 6.51740 -2.53057 -4.23214 -0.156 -0.179 0.008 0.016
C 6.76066 -1.49724 -3.09576 0.087 -0.524 -1.504 0.011
C 8.12177 -1.73000 -2.43192 0.147 -0.098 0.489 0.026
C 8.16159 -2.96162 -1.53159 -0.064 0.050 -0.029 -0.020
C 7.03980 -2.89602 -0.49602 0.446 0.252 -0.085 0.019
C 5.66182 -2.70541 -1.13089 -0.698 -1.491 0.002 0.034
N 5.66008 -1.55546 -2.08954 1.342 0.915 1.332 0.350
O 5.61742 -0.44369 -1.42886 -0.547 0.018 -0.300 0.576
C 5.25235 -4.02132 -1.82307 0.114 -0.034 -0.255 0.015
C 4.61021 -2.48614 -0.04936 -0.057 0.414 0.137 -0.024
C 6.79463 -0.13619 -3.78467 -0.155 0.419 0.326 -0.003
H 7.37209 -3.19548 -4.37050 -0.016 -0.024 0.055 0.000
H 5.63794 -3.14512 -4.06853 0.029 0.025 0.078 -0.011
H 6.33837 -2.03217 -5.18451 0.112 0.118 0.038 0.000
H 8.37909 -0.85437 -1.82681 -0.143 0.044 -0.005 0.002
H 8.89015 -1.80465 -3.20470 -0.091 0.028 -0.107 0.003
H 8.08317 -3.87295 -2.13154 -0.046 0.003 0.002 0.000
H 9.12793 -3.01379 -1.02454 0.001 -0.004 -0.013 0.002
H 7.03530 -3.80843 0.10422 -0.146 -0.018 -0.009 0.000
H 7.24397 -2.07201 0.19514 -0.096 0.077 -0.067 0.006
H 4.33151 -3.89094 -2.39289 -0.003 0.024 0.011 -0.009
H 5.06740 -4.78870 -1.07153 -0.009 0.103 0.113 0.000
H 6.01726 -4.42340 -2.48571 -0.023 0.051 -0.029 0.001
H 4.84140 -1.64304 0.59928 -0.006 0.084 -0.143 0.001
H 4.53907 -3.37005 0.58567 0.116 -0.106 -0.101 0.000
H 3.62646 -2.31553 -0.48751 0.099 0.036 -0.040 0.004
H 5.83235 0.09521 -4.24318 -0.015 -0.024 0.030 -0.004
H 7.55154 -0.15566 -4.56974 -0.001 -0.142 -0.026 0.001
H 7.05026 0.67215 -3.10120 -0.086 -0.063 0.057 0.001

***

2.
101
Properties=species:S:1:pos:R:3:forces:R:3:mulliken_spin:R:1 method="wB97M-V/def2-TZVPD" homo_ev="-12.41 / -12.30" total_charge=+1 spin_multiplicity=3 s_squared=2.00 homo_lumo_gap_ev="9.2 / 7.7"
Ni 5.92052 8.52710 -4.48985 -2.560 0.461 0.956 1.832
O 4.22274 8.79849 -3.60506 -0.271 0.359 0.152 0.066
H 3.33124 8.84401 -3.20798 1.118 -0.296 -0.761 0.031
C 5.48547 8.37015 0.46867 0.406 0.084 -0.016 0.000
C 4.77161 7.39339 -0.42919 -0.738 0.421 1.215 0.002
O 5.66192 6.31605 -0.80113 2.448 -0.241 -2.474 0.000
C 6.50426 6.40596 -1.89613 -4.128 3.026 0.620 0.004
O 6.31372 7.24934 -2.78797 1.234 -1.690 1.249 0.010
C 7.59506 5.36243 -1.92941 0.075 0.012 1.305 0.000
F 8.73054 5.88215 -1.44303 -0.157 0.025 -0.137 0.000
F 7.23812 4.33319 -1.19001 0.085 -0.500 0.314 0.000
F 7.77063 4.97562 -3.15272 0.451 -0.393 -1.496 0.000
H 6.29612 8.82587 -0.09989 0.081 0.359 0.153 0.000
H 5.89952 7.91925 1.37054 0.033 -0.232 -0.163 0.000
H 4.77035 9.11207 0.82399 0.028 0.162 -0.215 0.000
H 4.24840 7.94267 -1.21190 0.645 -0.548 -0.729 0.003
H 4.00689 6.92687 0.19181 0.036 -0.399 -0.257 0.000
C 5.59108 12.67488 -0.11566 0.900 -0.240 -1.117 0.000
C 5.77385 11.85570 -1.40857 -1.859 0.824 0.379 0.000
O 7.08136 11.33414 -1.44537 2.694 -1.951 -0.911 0.002
C 7.49540 10.47593 -2.38943 -2.225 1.344 0.101 0.007
O 6.75228 10.07759 -3.29361 1.574 0.037 0.980 0.014
C 9.01037 10.12567 -2.22906 0.896 -0.083 -0.877 0.000
F 9.65109 10.85450 -1.39047 -0.094 1.593 2.481 0.000
F 9.15780 8.87145 -1.86947 -0.656 -1.302 0.168 0.000
F 9.73355 10.30833 -3.33680 -0.993 -0.302 -1.705 0.000
H 5.71519 12.00877 0.73815 -0.217 0.278 0.121 0.000
H 4.63166 13.19168 -0.13885 -0.044 -0.343 0.185 0.000
H 6.36018 13.44725 -0.11821 0.027 0.011 0.333 0.000
H 5.66265 12.48675 -2.29035 -0.229 -0.046 -0.069 0.000
H 5.02795 11.06090 -1.41098 0.181 -0.236 -0.413 0.000
C 1.27370 7.65230 -1.09958 0.726 0.302 -0.981 0.001
C 0.56698 7.24020 0.12651 -0.611 -0.427 1.562 0.000
O 0.38627 8.35647 1.09594 0.214 0.805 0.243 0.000
C 1.37743 8.78052 1.92180 1.582 -2.709 -0.780 0.000
O 2.48302 8.22117 1.98550 -2.656 2.005 -0.018 0.000
C 0.90725 9.99413 2.85162 0.602 -0.301 -1.740 0.000
F 0.72566 11.09532 2.05044 0.438 -0.831 0.923 0.000
F -0.27134 9.70865 3.38754 0.605 0.173 0.476 0.000
F 1.87776 10.23243 3.75077 -1.335 -0.018 -0.593 0.000
H 1.58953 6.80273 -1.70504 0.319 -0.405 0.447 -0.001
H 2.14742 8.22858 -0.79528 0.024 0.110 -0.462 -0.001
H 0.65779 8.16618 -1.83761 -0.181 0.644 0.470 0.001
H 1.03812 6.41936 0.66721 0.382 0.196 -0.038 0.000
H -0.42940 6.87016 -0.11511 -0.185 0.459 0.342 0.000
C 8.70378 12.52443 -6.75787 -0.536 0.094 -1.067 0.000
C 7.62420 11.71853 -6.03358 1.577 -0.244 -0.081 0.001
O 6.34111 12.22702 -6.38394 -2.667 -0.243 0.459 0.002
C 5.23368 11.47547 -6.13841 3.198 -2.359 0.292 0.002
O 5.32033 10.24592 -5.90961 -0.863 2.986 -0.270 0.002
C 3.91465 12.31392 -6.16178 -0.105 0.710 0.162 0.001
F 3.27860 12.20183 -4.98031 0.300 -0.476 -0.636 0.000
F 4.19217 13.62870 -6.29693 -0.228 -1.188 -0.405 0.000
F 3.11645 11.88229 -7.15367 0.551 0.397 0.742 0.000
H 9.72807 12.22710 -6.53308 -0.213 0.039 0.591 0.000
H 8.55766 13.60192 -6.68213 0.142 -0.047 0.590 0.000
H 8.64072 12.36741 -7.83466 -0.252 -0.282 -0.118 0.000
H 7.76572 11.80664 -4.95640 -0.289 0.065 0.023 0.000
H 7.71493 10.66447 -6.29593 -0.169 -0.001 -0.073 0.001
C 1.34594 5.26868 -4.89970 0.889 -0.298 -1.497 0.000
C 2.78119 5.79150 -5.11911 -0.405 -1.524 3.347 0.002
O 2.98351 6.12850 -6.42844 2.058 3.930 -3.343 0.002
C 3.99054 7.00310 -6.78043 0.656 -1.327 2.908 0.007
O 5.00555 7.27037 -6.06435 -3.230 -0.479 -2.371 0.010
C 3.72543 7.55665 -8.23066 0.690 -0.074 -1.564 0.001
F 3.65569 8.88914 -8.24000 -0.766 -0.262 0.725 0.000
F 4.79507 7.30397 -9.02349 -0.473 -0.650 0.676 0.000
F 2.63061 7.01225 -8.81601 1.233 0.741 1.063 0.000
H 1.26886 4.61874 -5.77132 -0.602 -0.567 0.245 0.000
H 0.51187 5.96189 -5.00869 0.327 0.282 0.367 0.000
H 1.30713 4.67710 -3.98503 -0.130 0.154 -0.086 0.000
H 3.44454 4.93937 -4.97096 0.060 -0.122 0.559 0.001
H 3.03714 6.54741 -4.37667 0.342 0.486 -0.462 -0.003
C 0.33032 10.20624 -4.63167 -0.002 -0.541 -1.136 -0.001
C 0.78604 8.87009 -5.27568 -0.591 0.618 2.240 0.001
O 0.10265 8.60843 -6.49393 0.152 -0.157 -1.377 0.000
C -1.19138 8.21863 -6.58601 -0.494 0.578 4.819 0.000
O -1.93941 8.03928 -5.62809 1.608 0.346 -2.031 0.000
C -1.63315 8.00684 -7.99675 -0.110 -4.296 1.868 0.000
F -2.63133 8.64602 -8.38239 -3.328 2.923 -0.736 0.000
F -0.67617 8.09754 -8.77692 4.600 1.878 -3.838 0.000
F -1.95106 6.68606 -8.12094 -0.841 -1.011 0.964 0.000
H 0.67453 10.29729 -3.60146 -0.312 -0.241 0.082 0.001
H -0.75012 10.24539 -4.77032 -0.022 0.236 0.660 0.000
H 0.76185 11.05015 -5.16990 0.006 -0.034 -0.137 0.000
H 0.63049 8.04862 -4.57632 -0.521 -0.058 0.017 0.000
H 1.87415 8.91749 -5.31881 0.060 -0.167 -1.344 -0.001
C 1.82693 11.34646 -1.00729 -0.031 -0.913 1.301 0.004
C 0.95576 12.51425 -1.33163 0.277 -0.256 -0.451 0.000
O 1.83938 13.59461 -1.58983 1.429 2.704 -0.450 0.000
C 2.27899 14.42983 -0.64007 -2.163 -1.381 5.175 0.000
O 2.03236 14.29593 0.59432 0.940 0.315 -4.447 0.000
C 3.05111 15.68311 -1.10405 -0.609 -0.459 -0.324 0.000
F 3.73063 15.29590 -2.19799 0.553 0.799 0.199 0.000
F 2.15127 16.62985 -1.46113 0.922 -0.464 0.337 0.000
F 3.87350 16.16683 -0.14587 -0.859 -0.578 -1.339 0.000
H 2.43691 11.56978 -0.13199 0.168 0.059 0.007 0.000
H 2.47041 11.04519 -1.83389 -0.043 0.189 -0.143 0.003
H 1.22437 10.48928 -0.70686 -0.131 -0.084 -0.158 -0.001
H 0.20746 12.82045 -0.60061 0.116 -0.329 0.070 0.000
H 0.53503 12.30404 -2.31494 -0.531 0.387 0.171 0.000

***

no.,largest force on an atom (eV Å⁻¹)
1,2.1
2,6.3